Computed, not measured: 4 unconnected molecules or ions with the total composition C5H18N2O4 in a non-equilibrium geometry, with ωB97M-V/def2-TZVPD.

The geometry in XYZ format:
```
29
Properties=species:S:1:pos:R:3:forces:R:3:mulliken_charge:R:1
C -2.1637 -1.3679 -0.7734 0.90 1.80 0.81 -1.27
C -1.2992 -0.7011 -1.5705 -1.38 -0.40 0.35 0.42
N -1.2730 -0.9913 -2.9142 0.74 0.18 0.00 -0.42
C -0.3255 0.3158 -1.0594 0.30 -1.60 -0.28 0.13
C 1.0588 -0.4658 -0.8425 -0.68 1.72 -0.17 0.26
N 0.9458 -1.4855 0.1308 0.51 -2.12 1.35 -0.52
C 2.0500 0.6907 -0.4221 -3.76 -1.20 0.84 -0.94
O 1.3040 1.3779 0.6576 1.32 0.79 -1.10 -0.52
H -2.8957 -2.0488 -1.0998 -0.62 -0.84 -0.64 0.36
H -2.3003 -0.9740 0.2256 0.19 -0.29 0.17 0.24
H -1.9462 -1.6578 -3.2380 0.06 0.12 -0.42 0.19
H -0.7449 -0.4165 -3.5489 -0.25 -0.25 -0.05 0.19
H -0.2402 1.1236 -1.7866 0.15 0.14 0.08 0.42
H -0.6193 0.7143 -0.0827 -0.05 -0.45 -0.58 -0.44
H 1.3204 -0.9445 -1.8096 0.19 0.34 0.58 0.36
H 0.4911 -1.3943 1.0356 0.21 1.45 -0.28 0.10
H 0.4961 -2.3422 -0.1577 0.19 0.07 -0.89 0.34
H 2.9449 0.3598 0.0527 1.05 -0.12 -0.58 0.32
H 1.9594 1.3208 -1.2972 1.43 0.37 -0.13 0.45
H 1.1119 2.2095 0.1904 -0.38 -0.05 0.99 0.34
O -0.9511 3.1085 -0.1985 1.09 0.28 -0.66 -0.61
H -1.6073 3.7737 -0.4310 -0.27 -0.57 0.77 0.28
H -1.1509 2.4774 0.4997 -0.84 0.59 0.01 0.32
O 2.8808 -0.6916 3.2456 0.11 -0.57 0.81 -0.65
H 2.7260 0.2542 3.2359 -0.07 -0.01 -0.68 0.32
H 2.9054 -1.0831 2.3694 -0.18 0.56 -0.26 0.32
O -1.5877 0.0009 3.0643 -0.10 -0.76 0.23 -0.62
H -0.8472 -0.6195 2.9914 0.02 0.38 -0.05 0.30
H -2.2427 -0.5434 3.5333 0.10 0.43 -0.21 0.31
```
Positions in Å, forces in eV/Å.

For the total energy, the calculation gives -16645.492 eV. As for the HOMO energy: -7.8 eV. The calculation puts the frontier orbital gap at 8.374 eV. The spin multiplicity is 1. Its energy above the lowest of the compared OMol25 structures with the same formula, charge and spin is 285.05 kJ/mol.